1.
ORCA calculation (ωB97M-V/def2-TZVPD) on a single C4H6O2 molecule in a non-equilibrium geometry.

Cartesian coordinates (Å):
C: -0.118 1.947 -0.257
C: 0.394 -0.773 0.486
C: 0.138 0.672 0.403
C: -0.332 -1.772 -0.282
O: 1.199 2.042 0.273
O: -0.286 0.038 1.486
H: -0.099 1.829 -1.425
H: -0.810 2.739 0.136
H: 1.498 -0.882 0.655
H: -0.810 -2.430 0.389
H: 0.397 -2.068 -1.147
H: -1.171 -1.343 -0.718

SMILES = C[C@@H]1O[C@]12CO2
Largest force on an atom = 0.07448 hartree/bohr
2S+1 = 1

Atomic partial charges in e from the Löwdin method, atoms 1 to 8: atom 1 (C): -0.192, atom 2 (C): -0.233, atom 3 (C): -0.267, atom 4 (C): -0.033, atom 5 (O): -0.101, atom 6 (O): 0.111, atom 7 (H): 0.139, atom 8 (H): 0.126



2.
ORCA calculation (ωB97M-V/def2-TZVPD) on a single C5H10N2 molecule in a non-equilibrium geometry.

Cartesian coordinates (Å):
C: -0.172 -1.474 1.341
C: 0.490 -1.184 -0.037
C: 0.505 0.237 -0.444
C: -0.048 0.702 -1.551
N: -0.013 1.989 -2.100
C: -0.927 2.828 -1.910
N: 0.847 -1.571 2.370
H: -0.708 -2.418 1.263
H: -0.873 -0.659 1.600
H: 1.532 -1.527 -0.072
H: -0.112 -1.821 -0.697
H: 0.934 0.908 0.303
H: -0.531 0.007 -2.241
H: -1.807 2.666 -1.267
H: -0.955 3.751 -2.477
H: 1.260 -0.658 2.581
H: 0.576 -1.776 3.336

SMILES = C=N/C=C/CCN
Largest force on an atom = 0.03931 hartree/bohr
2S+1 = 1

Atomic partial charges in e from the Löwdin method, atoms 1 to 8: atom 1 (C): -0.288, atom 2 (C): -0.217, atom 3 (C): -0.135, atom 4 (C): -0.194, atom 5 (N): -0.014, atom 6 (C): -0.050, atom 7 (N): -0.038, atom 8 (H): 0.102



| no. | highest occupied orbital energy (eV) | LUMO energy (eV) | HOMO-LUMO gap (eV) |
| --- | --- | --- | --- |
| 1 | -9.69 | 0.88 | 10.57 |
| 2 | -8.67 | 1.06 | 9.73 |